Entry 1:
{
  "formula": "C50H54N8O6",
  "method": "wB97M-V/def2-TZVPD",
  "spin_multiplicity": 1,
  "total_energy_ev": -76914.4567,
  "gap_ev": 4.67,
  "lumo_energy_ha": -0.0860,
  "e_above_lowest_kj_mol": 576.17,
  "elements": ["O", "O", "O", "O", "O", "O", "N", "N", "N", "N", "N", "N", "N", "N", "C", "C", "C", "C", "C", "C", "C", "C", "C", "C", "C", "C", "C", "C", "C", "C", "C", "C", "C", "C", "C", "C", "C", "C", "C", "C", "C", "C", "C", "C", "C", "C", "C", "C", "C", "C", "C", "C", "C", "C", "C", "C", "C", "C", "C", "C", "C", "C", "C", "C", "H", "H", "H", "H", "H", "H", "H", "H", "H", "H", "H", "H", "H", "H", "H", "H", "H", "H", "H", "H", "H", "H", "H", "H", "H", "H", "H", "H", "H", "H", "H", "H", "H", "H", "H", "H", "H", "H", "H", "H", "H", "H", "H", "H", "H", "H", "H", "H", "H", "H", "H", "H", "H", "H"],
  "coordinates": [[5.41971, -2.53315, 3.27042], [5.04498, -4.40609, 2.16444], [-1.70444, -4.02371, 3.75371], [2.52176, -5.62147, 2.89709], [1.98017, -3.49616, 3.10263], [-2.83274, -5.68732, 2.68778], [0.33881, 1.14133, -1.69234], [4.89363, -3.17917, 2.33611], [-2.44977, -6.58922, 1.75318], [1.90415, -4.59826, 2.52064], [-2.02974, -4.46974, 2.64392], [-0.75518, -9.32429, 1.20170], [-0.44989, 2.28417, -1.51303], [-0.62517, 0.99155, 0.27968], [-4.09530, 4.92279, 0.90278], [-1.72941, 0.45692, -5.46104], [4.05097, -2.50347, 1.41559], [1.03012, -4.80597, 1.36547], [-0.00257, 3.09079, 4.08646], [-2.59656, 3.09499, 1.47080], [0.14320, 0.25954, -0.63374], [2.57947, 3.15615, -2.41047], [-0.41221, -1.08292, 3.77033], [-0.56741, -8.18440, 1.02687], [-0.28886, -6.79902, 0.86073], [-1.23547, -4.61040, 1.41291], [3.63042, -1.17434, 1.65784], [1.85654, -1.48426, 0.00641], [2.81380, 1.68409, -4.47422], [-1.97889, 0.27116, -3.03732], [-4.23536, -1.19064, 2.04627], [-3.10223, -0.71752, 1.10835], [-2.68800, -1.87347, 0.20206], [-2.04256, 3.11760, 0.16286], [2.59008, -0.65406, 0.91322], [0.37370, 0.06968, 3.67177], [-3.55055, 4.96308, -0.39267], [0.11008, 1.02402, 2.67139], [2.41887, -2.74912, -0.33115], [0.54342, -1.10722, -0.47355], [-1.03536, 2.17022, -0.33942], [3.84526, 3.84799, -2.93046], [1.54869, 4.28297, -2.43527], [-3.66543, 0.37795, 0.22303], [0.94664, -6.19861, 1.03880], [-2.52863, 4.08341, -0.75612], [-0.04866, -3.88478, 1.15306], [0.76992, 2.42193, 2.93923], [0.80486, 3.40778, 1.79334], [-1.42026, -5.97512, 1.10615], [-0.82648, 0.63192, 1.65348], [-3.59580, 4.00029, 1.83668], [1.13434, 0.14336, -5.22882], [2.11760, 1.93701, -3.29302], [0.97166, 1.11322, -3.01679], [-1.08968, -0.12356, -4.19449], [2.90292, 2.68001, -1.00055], [2.34676, 0.78383, -5.42960], [-1.49648, -1.26252, 2.91797], [-1.00928, -1.64678, -4.23457], [0.37245, 0.39320, -4.07649], [2.23544, 2.27337, 3.36399], [-1.80638, -0.36088, 1.91302], [3.51118, -3.24747, 0.34690], [-4.01930, -2.16070, 2.50749], [2.34306, 1.85801, 4.36907], [-2.99089, -0.14371, -3.16343], [2.71571, 3.26089, 3.37053], [-2.18221, -2.65313, 0.78129], [-2.00117, -2.10975, -4.27317], [4.72420, 3.19420, -2.96377], [-3.98302, 3.97166, 2.85564], [4.07654, 4.68465, -2.25355], [-4.50092, -0.01738, -0.36549], [-0.02260, 2.44763, 4.97401], [-4.42411, -0.45560, 2.84481], [3.15483, 3.53382, -0.35778], [4.14204, -0.62062, 2.44561], [-0.43388, -2.00067, -5.09488], [-0.00744, -2.81980, 0.90288], [3.68009, 4.28978, -3.92162], [-0.03140, -1.85360, -1.02169], [2.89257, 0.62351, -6.36247], [-4.92540, 5.58304, 1.19281], [2.26214, 0.38339, 1.02121], [1.15226, 0.22916, 4.42967], [-1.04044, 3.28626, 3.78965], [-0.25421, -1.84435, 4.52680], [-1.18208, 0.21239, -6.37559], [-3.55911, -2.32649, -0.28486], [0.55385, 3.95823, -2.14066], [-2.10206, 4.10293, -1.76093], [-4.01660, 1.23839, 0.78901], [-1.75807, 1.55098, -5.38266], [3.75897, 1.98657, -1.01321], [-2.27920, 2.32431, 2.17570], [1.94446, -3.33670, -1.12926], [-3.94673, 5.67325, -1.11640], [-2.76318, 0.11282, -5.58299], [-0.18115, 3.74075, 1.47357], [1.87533, 5.09475, -1.77395], [0.46954, 4.04563, 4.35480], [-2.11379, -2.15635, 2.99385], [-0.49969, -2.00259, -3.32868], [1.85454, -6.80112, 1.08845], [2.79956, 1.63963, 2.67402], [-5.16429, -1.30652, 1.46764], [3.98710, -4.19644, 0.10438], [0.73175, -0.50683, -6.00858], [-1.58724, -0.14680, -2.10740], [-1.99045, -1.51584, -0.56235], [2.05406, 2.15287, -0.56839], [1.34256, 3.01635, 0.92799], [1.47794, 4.68066, -3.45444], [-2.07482, 1.35670, -2.93844], [3.74368, 2.22171, -4.67633], [-2.91581, 0.70498, -0.48717], [1.35764, 4.30388, 2.11539]],
  "forces_ev_per_angstrom": [[-0.8212, -1.0818, -1.4868], [0.1304, 1.6793, 0.4951], [-0.8980, 0.2414, -1.2794], [-1.3611, 2.0824, -0.5049], [-0.6752, -2.1476, -1.5016], [-0.1538, 0.7811, -0.2634], [-2.0153, 1.0625, 1.1254], [1.4007, -0.6602, 1.1386], [0.9829, 2.2425, 0.0610], [3.0885, 0.6715, 1.3589], [1.8009, -1.9455, -1.8801], [0.3124, 2.3292, -0.3597], [-0.1331, -0.9759, 1.0398], [-0.1190, 1.5728, -1.4801], [0.2140, -0.2532, 0.0088], [0.0817, 0.3002, -0.2705], [-0.8683, 0.5249, -0.7133], [-1.8161, 0.9900, -0.1979], [-0.2824, -0.2464, 0.1929], [0.1416, 0.0247, -0.6668], [0.2138, 1.4051, -0.2071], [0.4055, -0.5518, -0.1903], [-0.0991, -0.0492, -0.3880], [0.4463, -3.0550, -0.3859], [1.3375, 0.8059, -0.5178], [-2.4106, -1.1616, 2.5101], [0.1369, -0.4632, -0.3232], [-0.7667, 0.4886, -0.0448], [-0.0581, 0.2183, -0.2009], [-0.5387, -0.0597, 0.4507], [0.0675, 0.1482, 0.1877], [0.6095, -0.3115, -0.0913], [-0.0727, -0.3518, -0.2475], [-0.9586, 1.0167, 0.1176], [0.1495, -0.2482, -0.2556], [-0.9732, -0.0904, 0.2477], [-0.0899, -0.2055, 0.5059], [0.4419, -0.3536, 0.1961], [-0.0995, -0.0923, -0.0913], [1.5191, -0.4111, -0.1503], [1.1915, -0.6677, -0.5164], [0.3325, 0.0061, -0.2569], [-0.5730, 0.0857, -0.0995], [-0.0478, 0.1279, -0.1291], [-1.2336, -1.2507, -0.1148], [0.1311, -0.3940, 0.4830], [1.6275, -1.4386, 0.9741], [0.3674, -0.3043, -0.3085], [-0.0026, 0.4047, -0.6701], [-1.2358, -0.4654, 1.3982], [-0.2472, -0.8886, 0.9033], [0.1925, 0.0468, -0.4914], [0.3222, 0.6791, -0.0625], [0.0647, 0.0890, 0.5710], [0.2560, -0.1037, -0.6776], [0.4284, -0.2432, 0.3644], [0.0833, -0.2167, 0.2437], [-0.1270, -0.3458, 0.0809], [-0.1532, 0.1896, 0.6450], [0.0218, -0.4672, 0.0121], [-0.1072, -0.2888, 0.0886], [0.3791, -0.1591, 0.2922], [0.3408, -0.1769, -0.4240], [0.3301, 0.4952, 0.4279], [-0.0895, 0.2221, -0.0265], [0.0319, 0.0161, -0.1144], [0.2879, 0.0713, -0.1100], [-0.1347, -0.2223, 0.0660], [-0.3142, 0.3358, -0.2912], [0.0516, 0.1200, -0.0290], [-0.1386, 0.0562, -0.0082], [0.0109, -0.0035, -0.3155], [-0.0471, -0.3007, -0.1462], [0.0614, 0.0029, 0.1588], [0.0188, 0.1436, -0.1210], [0.0624, -0.2440, -0.2097], [-0.0405, -0.1791, -0.0987], [-0.2480, -0.0580, -0.2317], [-0.1199, -0.0106, 0.1103], [0.2682, 0.0844, 1.2511], [0.1184, -0.1572, 0.1431], [0.2798, 0.3608, -0.3202], [-0.0406, 0.0001, 0.3960], [0.5230, -0.2558, -0.2319], [0.1245, -0.3749, 0.2553], [-0.4815, 0.0816, -0.4636], [0.1771, 0.0461, 0.1047], [0.3191, 0.1203, -0.0933], [-0.1172, -0.0245, 0.1476], [0.0585, 0.0802, -0.0286], [0.2130, 0.2001, -0.0020], [-0.1866, 0.0425, 0.2912], [-0.0907, -0.0661, -0.0348], [0.0033, -0.1392, -0.0495], [-0.2610, 0.1898, 0.0168], [-0.0935, 0.4879, -0.1978], [0.2920, 0.2780, 0.3284], [0.1599, -0.1655, 0.1241], [0.1845, -0.0784, 0.1448], [0.1299, 0.0078, 0.0911], [-0.0342, -0.1305, -0.0984], [-0.0820, -0.2022, -0.1077], [0.2778, 0.7081, 0.4165], [-0.1184, -0.0090, -0.1850], [-0.3679, 0.2315, 0.1393], [-0.0588, 0.0580, 0.0507], [0.3099, 0.0496, 0.0895], [-0.3658, 0.1361, 0.0629], [0.1510, 0.3295, 0.2784], [-0.3099, 0.0787, -0.1476], [-0.2654, -0.2066, 0.1133], [0.2741, 0.0656, 0.0831], [-0.1476, 0.0557, 0.1676], [-0.0054, 0.0097, 0.1300], [0.0072, -0.2054, -0.0254], [-0.4860, -0.1304, 0.0687], [-0.1302, 0.1329, -0.1505], [-0.2330, -0.2220, -0.0618]],
  "mulliken_charge": [-0.680, -0.630, -0.625, -0.655, -0.504, -0.253, 2.073, 1.186, -0.628, 1.280, 0.962, -0.477, -1.109, 2.469, -0.657, -1.825, -0.863, 0.213, -1.742, -0.237, -0.758, 2.417, -1.399, 0.049, 0.001, -0.483, -0.653, 0.417, -0.649, -1.939, -1.747, 2.503, -0.886, 1.264, 0.996, -0.414, -0.885, 1.164, -0.623, -0.970, 0.537, -2.469, -1.765, -1.731, -0.905, -1.245, 1.387, 2.300, -1.665, -0.175, -1.969, -1.109, -0.814, -0.046, -0.446, 2.298, -0.900, -1.465, -0.520, -1.619, 0.563, -1.921, -0.379, -0.347, 0.327, 0.486, 0.765, 0.487, -0.242, 0.473, 0.446, 0.501, 0.453, 0.580, 0.332, 0.349, 0.646, 0.556, 0.387, 0.267, 0.508, 1.227, 0.369, 0.378, -0.524, 0.296, 0.299, 0.456, 0.351, 0.869, 0.188, 0.366, 0.305, 0.414, 0.362, 0.953, 0.487, 0.439, 0.442, -0.127, 0.488, 0.480, 0.809, 0.153, 0.550, 0.130, 0.452, 0.395, 0.393, -0.136, -0.849, -0.445, -0.014, 0.434, 0.376, 0.441, 0.293, 0.879]
}

Entry 2:
{
  "formula": "C30H24BrNOOsP2S2",
  "method": "wB97M-V/def2-TZVPD",
  "spin_multiplicity": 5,
  "total_energy_ev": -147780.2072,
  "total_charge": 2,
  "gap_ev": [7.74, 6.23],
  "lumo_energy_ha": [-0.2379, -0.3145],
  "e_above_lowest_kj_mol": 68.55,
  "elements": ["Os", "Br", "S", "S", "P", "P", "O", "N", "C", "C", "C", "C", "C", "C", "C", "C", "C", "C", "C", "C", "C", "C", "C", "C", "C", "C", "C", "C", "C", "C", "C", "C", "C", "C", "C", "C", "C", "C", "H", "H", "H", "H", "H", "H", "H", "H", "H", "H", "H", "H", "H", "H", "H", "H", "H", "H", "H", "H", "H", "H", "H", "H"],
  "coordinates": [[2.65183, 0.83443, 0.37212], [3.87034, -0.16459, 2.13745], [1.34375, 2.24273, 1.79321], [2.80012, -1.09102, -1.04390], [-0.25593, 0.98576, 1.41810], [0.78131, -1.38591, -0.71362], [5.61233, 4.69586, -2.32410], [2.61657, 2.22225, -1.22362], [-0.45795, -0.55891, -4.47895], [-2.85400, 2.52179, -1.25869], [-3.72084, 2.99165, 0.94573], [-1.91445, -0.67977, 2.83017], [0.66399, 0.04888, 0.26941], [-0.24206, -5.20197, 0.12559], [0.41036, -2.89132, 0.14363], [-1.57270, -1.52356, -2.11242], [-1.77127, 1.86781, -0.69809], [4.61327, 3.89298, -1.98225], [-1.81348, -0.84870, -4.40465], [3.36524, 3.90633, -2.64145], [-0.03714, -4.01419, -0.55640], [-2.37182, -1.32749, -3.22360], [-2.64761, 2.32978, 1.51697], [-2.22616, -1.50932, 3.89138], [-3.82357, 3.08406, -0.43664], [0.15141, -0.05185, 3.94017], [0.45383, -4.15333, 2.18695], [0.66764, -2.96434, 1.51601], [-0.00028, -5.26859, 1.49143], [3.77776, 2.20825, -0.60273], [0.35069, -0.74122, -3.36748], [4.84197, 3.01300, -0.91643], [-0.20629, -1.23206, -2.18775], [-1.35818, -1.60715, 4.97437], [-1.67314, 1.76484, 0.69113], [-0.72237, 0.05234, 2.85776], [2.36459, 3.05128, -2.23927], [-0.17569, -0.88069, 5.00201], [-1.61178, -2.24920, 5.80754], [1.03856, -2.10122, 2.05760], [0.48774, -0.95291, 5.85284], [-4.66714, 3.59842, -0.87718], [5.78884, 2.99349, -0.39860], [5.38551, 5.27907, -3.06063], [-1.01291, 1.42852, -1.33737], [-0.58641, -6.07652, -0.40852], [-2.94556, 2.59508, -2.33385], [3.18941, 4.58995, -3.46158], [-0.02917, -0.20132, -5.40505], [0.64868, -4.21681, 3.24877], [-2.59629, -0.59394, 1.99243], [-2.43996, -0.70988, -5.27569], [1.39029, 3.02533, -2.70693], [-2.57231, 2.25104, 2.59479], [-3.42728, -1.55824, -3.17678], [-0.22147, -3.96438, -1.62202], [-3.14940, -2.07221, 3.88287], [-0.16025, -6.20006, 2.01781], [1.40992, -0.52150, -3.42020], [-2.00497, -1.91003, -1.19666], [1.07330, 0.51642, 3.95766], [-4.47941, 3.43286, 1.57720]],
  "forces_ev_per_angstrom": [[0.0338, -0.0688, 0.0685], [0.0296, 0.0535, -0.0181], [0.0001, -0.0205, 0.0149], [0.0180, 0.0257, 0.0199], [-0.0048, 0.0023, -0.0151], [-0.0151, -0.0089, 0.0103], [-0.0204, -0.0104, -0.0013], [-0.0476, -0.0199, -0.0073], [-0.0138, -0.0034, 0.0029], [-0.0219, 0.0155, 0.0193], [-0.0068, 0.0061, -0.0134], [-0.0046, 0.0232, -0.0395], [-0.0966, 0.0363, -0.0519], [0.0037, 0.0040, 0.0139], [0.0012, -0.0500, 0.0040], [0.0047, -0.0131, 0.0483], [0.0391, -0.0328, -0.0255], [0.0077, 0.0293, -0.0243], [-0.0001, -0.0021, 0.0026], [0.0055, -0.0235, 0.0273], [-0.0035, 0.0170, -0.0255], [-0.0038, 0.0126, -0.0312], [0.0083, -0.0159, 0.0342], [0.0112, -0.0080, 0.0253], [0.0049, -0.0016, -0.0062], [0.0276, 0.0205, 0.0039], [-0.0098, -0.0294, -0.0081], [0.0162, 0.0490, 0.0161], [-0.0006, -0.0026, -0.0017], [0.0913, 0.0261, 0.0039], [0.0364, 0.0068, 0.0125], [-0.0165, -0.0219, -0.0025], [-0.0259, 0.0077, -0.0418], [-0.0145, -0.0096, -0.0012], [-0.0302, 0.0182, -0.0151], [-0.0040, -0.0247, 0.0340], [-0.0172, 0.0111, -0.0200], [-0.0038, 0.0028, -0.0103], [-0.0045, -0.0013, -0.0004], [0.0012, 0.0008, -0.0107], [0.0047, 0.0014, -0.0005], [-0.0024, -0.0002, 0.0006], [0.0023, 0.0005, 0.0014], [0.0153, 0.0001, 0.0066], [-0.0007, 0.0006, 0.0057], [-0.0020, -0.0017, -0.0052], [0.0039, -0.0015, -0.0032], [0.0012, 0.0026, -0.0028], [0.0036, 0.0016, -0.0001], [0.0009, 0.0054, 0.0028], [0.0023, 0.0019, -0.0026], [-0.0037, -0.0002, -0.0002], [0.0015, -0.0008, 0.0010], [0.0029, -0.0009, -0.0009], [-0.0018, -0.0019, 0.0053], [0.0022, -0.0030, 0.0003], [-0.0029, -0.0008, -0.0022], [-0.0017, -0.0012, 0.0021], [-0.0015, -0.0005, -0.0020], [0.0015, 0.0013, -0.0015], [-0.0015, -0.0034, -0.0008], [0.0013, 0.0007, 0.0054]],
  "mulliken_charge": [1.506, -0.282, -0.488, -0.479, 1.372, 1.062, -0.476, -0.153, -0.762, -0.869, -0.739, -0.289, -0.679, -0.757, 0.694, -0.095, -0.090, 1.050, -0.542, -0.669, -0.418, -0.836, -0.496, -0.875, -0.510, -0.362, -0.772, -0.286, -0.550, 0.152, -0.346, -0.956, 0.292, -0.468, 0.451, 0.450, -0.454, -0.751, 0.464, 0.293, 0.465, 0.426, 0.547, 0.324, 0.310, 0.437, 0.476, 0.330, 0.459, 0.488, 0.458, 0.455, 0.486, 0.476, 0.470, 0.466, 0.453, 0.428, 0.390, 0.484, 0.406, 0.430]
}